Entry 1:
Below is a gas-phase ion, C8H14BrN2 (charge +1), with properties calculated with ωB97M-V/def2-TZVPD.

Summary:
2S+1: 1
SMILES string: C/N=C(Br)/C=[NH+]\C(C)=C(C)C
Total charge: +1
HOMO level in eV: -13.16
Energy above the lowest of the compared OMol25 structures with the same formula, charge and spin in kcal per mole: 54.4
Kohn-Sham gap in eV: 7.66

The geometry in XYZ format:
```
25
Properties=species:S:1:pos:R:3:nbo_charge:R:1
C 2.30 2.18 0.62 -0.459
N 1.66 1.12 0.02 -0.348
C 2.18 -0.01 -0.22 0.201
Br 4.19 -0.32 0.24 -0.012
C 1.51 -1.27 -0.64 0.146
N 0.36 -1.78 -0.31 -0.381
C -0.87 -1.20 0.10 0.067
C -1.62 -2.11 1.01 -0.669
C -1.28 0.01 -0.41 0.175
C -0.62 0.78 -1.54 -0.698
C -2.43 0.73 0.23 -0.684
H 2.13 3.08 0.11 0.238
H 1.67 2.20 1.60 0.252
H 3.40 2.23 0.74 0.230
H 2.33 -1.90 -1.01 0.254
H 0.40 -2.79 -0.46 0.438
H -2.76 -2.18 0.85 0.259
H -1.30 -3.15 0.94 0.233
H -1.46 -1.71 2.10 0.252
H 0.16 1.34 -1.08 0.275
H -0.40 0.18 -2.45 0.244
H -1.36 1.54 -1.82 0.242
H -2.08 1.80 0.37 0.246
H -3.44 0.87 -0.15 0.271
H -2.68 0.35 1.19 0.231
```

***

Entry 2:
Below is 2 unconnected molecules or ions with the total composition C8H14Cl2N3O2, with properties calculated with ωB97M-V/def2-TZVPD.

Summary:
2S+1: 1
Total charge: +1
HOMO level in eV: -12.53
Kohn-Sham gap in eV: 8.77

The geometry in XYZ format:
```
29
Properties=species:S:1:pos:R:3:nbo_charge:R:1
N 3.61 0.03 0.30 -0.306
C 2.70 -0.23 -0.34 0.500
O 1.67 -0.50 -1.10 -0.481
C 0.41 -0.24 -0.49 0.238
C 0.13 1.24 -0.24 -0.131
O -0.40 1.81 -1.41 -0.493
C -1.74 1.41 -1.62 -0.099
C -1.92 -0.12 -1.45 -0.065
C -2.61 -0.61 -0.18 -0.512
C -3.97 0.07 -0.01 0.110
N -5.05 -0.33 -0.52 -0.518
N -0.53 -0.71 -1.56 -0.513
H 0.28 -0.85 0.40 0.224
H -0.58 1.33 0.60 0.202
H 1.04 1.76 0.05 0.260
H -2.43 1.96 -0.97 0.212
H -1.97 1.69 -2.65 0.231
H -2.48 -0.51 -2.30 0.248
H -2.78 -1.69 -0.24 0.238
H -2.01 -0.44 0.72 0.224
H -3.98 0.97 0.61 0.186
H -4.94 -1.19 -1.05 0.330
H -0.11 -0.42 -2.45 0.463
H -0.56 -1.73 -1.55 0.453
C 5.58 -0.47 3.38 -0.395
Cl 5.53 -2.22 3.65 -0.029
Cl 6.49 0.38 4.63 -0.013
H 6.05 -0.29 2.42 0.225
H 4.56 -0.10 3.38 0.212
```

***

Entry 3:
Below is a single C8H14F3NO molecule, with properties calculated with ωB97M-V/def2-TZVPD.

Summary:
2S+1: 1
SMILES string: OCC[C@H]1CCC[C@H](C(F)(F)F)N1
HOMO level in eV: -8.83
Energy above the lowest of the compared OMol25 structures with the same formula, charge and spin in kcal per mole: 9.9
Kohn-Sham gap in eV: 9.65

The geometry in XYZ format:
```
27
Properties=species:S:1:pos:R:3:nbo_charge:R:1
O 3.04 -0.04 -0.18 -0.739
C 2.67 -0.38 1.16 -0.074
C 1.46 -1.37 1.21 -0.427
C 0.42 -0.86 0.16 -0.037
C -0.96 -1.48 0.42 -0.397
C -1.96 -1.11 -0.72 -0.401
C -1.86 0.41 -1.11 -0.425
C -0.99 1.18 -0.14 -0.117
C -0.83 2.66 -0.63 0.983
F -1.92 3.16 -1.34 -0.339
F 0.24 2.69 -1.45 -0.330
F -0.60 3.44 0.40 -0.312
N 0.29 0.58 0.22 -0.662
H 3.50 -0.81 -0.58 0.468
H 3.55 -0.71 1.73 0.171
H 2.28 0.58 1.57 0.200
H 1.03 -1.29 2.18 0.209
H 1.72 -2.41 1.01 0.201
H 0.71 -1.12 -0.87 0.174
H -1.38 -1.12 1.36 0.199
H -0.91 -2.59 0.46 0.214
H -1.77 -1.68 -1.62 0.202
H -2.94 -1.40 -0.45 0.207
H -2.92 0.82 -1.11 0.228
H -1.40 0.60 -2.11 0.211
H -1.52 1.32 0.80 0.194
H 1.05 0.96 -0.38 0.399
```

***

Entry 4:
Below is a gas-phase ion, C8H14N (charge +1), with properties calculated with ωB97M-V/def2-TZVPD.

Summary:
2S+1: 1
SMILES string: CC#CC1([NH+](C)C)CC1
Total charge: +1
HOMO level in eV: -13.30
Energy above the lowest of the compared OMol25 structures with the same formula, charge and spin in kcal per mole: 62.1
Kohn-Sham gap in eV: 10.42

The geometry in XYZ format:
```
23
Properties=species:S:1:pos:R:3:nbo_charge:R:1
C 1.58 -2.67 -1.98 -0.708
C 1.27 -1.53 -1.16 0.162
C 0.77 -0.56 -0.65 -0.174
C 0.40 0.75 -0.15 0.075
N -0.78 0.60 0.81 -0.330
C -2.05 0.26 0.02 -0.400
C -0.55 -0.37 1.89 -0.423
C 1.27 1.88 0.39 -0.377
C 0.33 2.13 -0.74 -0.400
H 2.32 -3.26 -1.37 0.260
H 2.19 -2.22 -2.94 0.273
H 0.61 -3.17 -2.14 0.265
H -1.13 1.47 1.17 0.432
H -2.05 -0.84 0.03 0.240
H -2.87 0.84 0.60 0.226
H -2.00 0.69 -0.91 0.227
H 0.14 -1.05 1.64 0.248
H 0.06 0.20 2.58 0.228
H -1.45 -0.68 2.37 0.240
H 2.29 1.75 0.17 0.249
H 1.03 2.29 1.28 0.215
H -0.52 2.74 -0.66 0.226
H 0.73 2.33 -1.62 0.245
```

***

Entry 5:
Below is a single C8H14N2O molecule, with properties calculated with ωB97M-V/def2-TZVPD.

Summary:
2S+1: 1
SMILES string: CN[C@]1(C#N)CCOC1(C)C
HOMO level in eV: -9.65
Energy above the lowest of the compared OMol25 structures with the same formula, charge and spin in kcal per mole: 49.1
Kohn-Sham gap in eV: 10.49

The geometry in XYZ format:
```
25
Properties=species:S:1:pos:R:3:nbo_charge:R:1
C 1.35 -2.33 0.62 -0.415
N 0.98 -1.21 -0.24 -0.605
C 0.19 -0.25 0.46 -0.012
C 0.94 0.18 1.67 0.265
N 1.58 0.35 2.60 -0.332
C -1.29 -0.77 0.75 -0.434
C -2.23 0.34 0.14 -0.070
O -1.42 1.53 -0.03 -0.543
C -0.11 1.07 -0.45 0.319
C 0.85 2.23 -0.40 -0.680
C -0.39 0.42 -1.91 -0.653
H 0.56 -2.85 0.99 0.196
H 1.93 -3.02 -0.12 0.207
H 1.97 -1.98 1.48 0.191
H 1.78 -0.68 -0.53 0.359
H -1.30 -0.78 1.88 0.232
H -1.57 -1.68 0.34 0.224
H -2.68 0.04 -0.74 0.170
H -3.06 0.67 0.83 0.200
H 1.44 2.46 -1.29 0.227
H 1.43 2.27 0.53 0.236
H 0.25 3.09 -0.33 0.247
H -0.88 1.29 -2.39 0.231
H -0.98 -0.50 -1.65 0.219
H 0.66 0.10 -2.21 0.218
```

***

Entry 6:
Below is a single C8H14N2O2S molecule, with properties calculated with ωB97M-V/def2-TZVPD.

Summary:
2S+1: 1
HOMO level (alpha / beta) in eV: -8.44 / -8.25
Energy above the lowest of the compared OMol25 structures with the same formula, charge and spin in kcal per mole: 146.3
Kohn-Sham gap (alpha / beta) in eV: 6.96 / 6.52

The geometry in XYZ format:
```
27
Properties=species:S:1:pos:R:3:nbo_charge:R:1
C -0.17 1.28 -1.32 0.548
C -0.37 -1.76 0.81 -0.513
C -2.49 -0.15 -0.23 -0.282
C -0.15 0.56 -0.02 0.330
C 0.44 -0.83 -0.09 -0.217
C -0.22 1.23 1.31 -0.727
C 1.83 -0.69 0.51 -0.608
C 0.64 -1.52 -1.47 -0.618
N -2.85 0.75 0.64 0.012
N -1.13 2.15 -1.59 -0.787
O 0.72 1.17 -2.15 -0.613
O -3.27 1.85 0.25 -0.434
S -2.12 -1.78 0.21 0.261
H -0.06 -2.81 1.03 0.255
H -0.25 -1.37 1.88 0.211
H -2.98 -0.20 -1.19 0.212
H -0.63 0.63 2.17 0.265
H -0.57 2.21 1.35 0.250
H 0.85 1.33 1.67 0.242
H 2.56 0.03 -0.08 0.237
H 2.37 -1.63 0.35 0.230
H 1.84 -0.28 1.55 0.216
H -0.44 -1.90 -1.92 0.242
H 1.22 -2.41 -1.03 0.198
H 1.38 -0.96 -2.09 0.262
H -1.88 2.32 -0.99 0.409
H -1.09 2.65 -2.54 0.419
```

***

Entry 7:
Below is 2 unconnected molecules or ions with the total composition C8H14N2O2Si, with properties calculated with ωB97M-V/def2-TZVPD.

Summary:
2S+1: 1
HOMO level (alpha / beta) in eV: -8.42 / -8.88
Energy above the lowest of the compared OMol25 structures with the same formula, charge and spin in kcal per mole: 115.8
Kohn-Sham gap (alpha / beta) in eV: 5.29 / 8.63

The geometry in XYZ format:
```
27
Properties=species:S:1:pos:R:3:nbo_charge:R:1
C 1.67 -2.14 0.30 -0.347
C 1.73 -2.14 1.62 0.019
C 0.38 -2.53 -0.39 0.678
C -0.42 -2.16 1.79 0.536
C -2.09 -2.62 0.08 -0.391
C -1.11 2.83 -1.70 -1.109
C 1.77 2.24 -0.79 -0.762
C -0.41 1.95 1.13 -1.099
N 0.63 -2.06 2.39 -0.523
N -0.71 -2.50 0.54 -0.480
O 0.28 -2.99 -1.48 -0.580
O 0.03 0.04 -1.12 -0.979
Si -0.16 1.49 -0.74 1.819
H 2.43 -2.05 -0.46 0.237
H 2.65 -1.93 2.17 0.199
H -2.34 -1.69 -0.22 0.201
H -2.13 -3.31 -0.71 0.230
H -2.79 -2.95 0.90 0.212
H -0.61 3.82 -1.49 0.242
H -1.14 2.67 -2.76 0.248
H -2.07 2.81 -1.21 0.238
H 2.05 2.80 -1.79 0.238
H 1.79 2.88 0.13 0.232
H 2.21 1.28 -0.67 0.232
H -1.34 1.51 1.49 0.239
H 0.40 1.80 1.83 0.242
H -0.71 2.97 1.17 0.228
```

***

Entry 8:
Below is a single C8H14N2O3 molecule, with properties calculated with ωB97M-V/def2-TZVPD.

Summary:
2S+1: 1
HOMO level in eV: -9.15
Energy above the lowest of the compared OMol25 structures with the same formula, charge and spin in kcal per mole: 139.3
Kohn-Sham gap in eV: 9.55

The geometry in XYZ format:
```
27
Properties=species:S:1:pos:R:3:nbo_charge:R:1
C 1.74 -1.01 0.97 0.637
C 1.00 -0.31 -0.11 0.084
C -0.60 -0.16 0.00 -0.092
C -0.97 1.31 -0.04 0.067
C -1.21 -1.10 -1.09 -0.603
C -1.04 -0.89 1.29 -0.597
C -1.87 1.94 -0.82 -0.421
C -0.29 2.08 1.08 -0.669
N 2.48 -2.01 0.46 -0.787
N 1.51 0.23 -1.14 0.341
O 2.76 0.19 -1.46 -0.536
O 1.62 -0.86 2.17 -0.588
O 0.63 0.93 -1.99 -0.513
H -0.60 -2.05 -0.98 0.202
H -1.03 -0.71 -2.11 0.219
H -2.22 -1.40 -0.96 0.222
H -0.57 -0.54 2.15 0.237
H -0.64 -1.99 1.15 0.203
H -2.05 -0.77 1.51 0.219
H -2.53 1.31 -1.34 0.185
H 1.09 0.78 -2.83 0.494
H -2.34 2.91 -0.62 0.206
H 0.57 1.45 1.43 0.222
H -0.92 2.28 1.90 0.225
H -0.03 3.20 0.79 0.229
H 2.44 -2.31 -0.52 0.409
H 3.06 -2.52 1.10 0.406
```

***

Number 1: F_max 3.51 eV/Å. Number 2: F_max 0.35 eV/Å. Number 3: F_max 2.11 eV/Å. Number 4: F_max 4.22 eV/Å. Number 5: F_max 4.87 eV/Å. Number 6: F_max 3.50 eV/Å. Number 7: F_max 4.40 eV/Å. Number 8: F_max 4.51 eV/Å.